Record 1
The following is a quantum chemistry calculation of a molecular structure, C13H33ClNO9S4 at a distorted geometry, from the OMol25 dataset.

Structure (ORCA input):
```
! wB97M-V def2-TZVPD RIJCOSX def2/J DEFGRID3
* xyz -1 1
O 15.70 -14.18 -9.89
H 16.05 -12.69 -6.98
H 8.90 -13.60 -5.02
H 16.05 -11.73 -5.47
O 12.18 -14.93 -7.69
H 16.18 -13.31 -8.07
O 14.56 -9.36 -6.93
Cl 12.88 -13.96 -8.56
H 14.45 -11.60 -9.13
C 12.05 -10.22 -8.89
H 13.85 -12.90 -9.61
C 15.20 -10.81 -9.12
O 8.54 -12.19 -8.40
C 10.88 -12.65 -7.01
C 13.93 -11.21 -13.12
O 13.79 -14.72 -9.36
C 11.26 -18.40 -9.04
H 17.36 -14.46 -8.74
C 16.30 -14.24 -8.62
H 10.95 -19.22 -8.41
H 14.86 -9.89 -9.60
S 9.19 -13.20 -7.47
C 12.05 -17.28 -8.62
H 12.97 -11.64 -13.38
H 12.67 -15.61 -9.68
H 12.46 -11.23 -8.85
H 8.50 -11.96 -5.52
C 15.59 -11.86 -6.45
H 11.49 -12.39 -7.87
H 9.25 -11.36 -8.87
H 11.59 -16.58 -11.72
H 15.27 -13.00 -10.68
H 14.75 -14.21 -9.79
H 9.37 -12.03 -10.60
H 10.48 -12.51 -9.32
H 7.41 -13.41 -5.79
O 10.00 -8.88 -10.14
H 10.47 -18.99 -11.01
S 15.65 -10.25 -7.42
H 10.87 -11.83 -6.28
H 14.74 -11.89 -13.36
N 12.18 -16.49 -9.71
H 12.39 -16.97 -7.65
H 16.13 -11.16 -9.56
C 9.88 -11.69 -9.70
S 13.97 -11.00 -11.26
C 11.60 -17.14 -10.79
H 12.92 -9.61 -9.17
C 8.42 -13.01 -5.81
C 10.99 -18.30 -10.37
C 14.20 -12.76 -10.63
H 11.42 -13.45 -6.50
S 10.81 -10.14 -10.22
H 14.53 -12.12 -6.35
H 13.58 -13.44 -11.21
O 11.96 -13.22 -9.38
O 12.56 -10.63 -10.87
O 13.67 -13.02 -7.78
H 11.67 -9.83 -7.94
H 15.70 -14.92 -8.02
H 14.05 -10.24 -13.59
*
```

Its energy above the lowest of the compared OMol25 structures with the same formula, charge and spin is 1703.2 kJ/mol. Its lowest unoccupied orbital energy is 2.407 eV. The value obtained for the HOMO-LUMO gap is 5.03 eV.

Mulliken population analysis, charges in e, atoms 1 to 4: O -0.739; H 0.437; H 0.381; H 0.515



Record 2
The following is a quantum chemistry calculation of a molecular structure, C13H33InN3O4 at a distorted geometry, from the OMol25 dataset.

Structure (ORCA input):
```
! wB97M-V def2-TZVPD RIJCOSX def2/J DEFGRID3
* xyz -1 1
H 5.83 -4.96 1.28
H 0.09 8.46 -0.73
H 0.81 5.12 -0.68
H 2.44 -6.23 2.10
H 1.22 1.57 -0.51
H 1.79 0.21 -1.49
H -3.72 3.36 -1.91
H 2.66 -3.15 2.13
N 0.39 -0.26 0.01
O -0.87 5.25 -3.27
C -0.16 4.78 -1.03
H 0.04 -0.06 0.94
C -3.71 0.42 -1.91
H 4.63 -4.74 3.78
H -0.05 3.76 -1.41
C 2.81 -4.10 2.66
H -0.75 -4.08 0.45
In -0.99 -5.11 1.90
H 1.20 -2.01 -1.98
O -2.56 2.47 0.83
H -4.31 -0.44 -1.64
H 2.45 -3.91 3.69
C -4.08 3.18 -0.89
C 1.93 -5.26 2.12
H -0.88 4.77 -0.21
O 0.80 -5.41 2.95
N -3.07 0.95 -0.72
H 5.17 -6.33 2.16
C -3.18 2.19 -0.19
H -2.94 0.10 -2.62
C -0.28 -1.28 -0.61
H 2.36 0.40 0.18
H -0.29 6.99 0.17
H -1.76 -6.67 1.37
C 0.16 -1.67 -1.99
H 4.87 -3.45 2.63
H -4.35 1.16 -2.39
C 4.34 -4.41 2.77
H -5.10 2.81 -0.92
H 4.23 -5.51 0.82
H -1.59 8.11 -0.27
O -1.20 -1.83 -0.04
H -2.45 0.33 -0.20
H 0.05 -0.83 -2.68
C -0.65 5.67 -2.15
C 1.50 0.52 -0.49
C 4.89 -5.38 1.68
H 1.60 -4.99 1.09
H -1.18 7.52 -2.64
H -4.06 4.12 -0.35
N -0.85 6.98 -1.86
H -0.46 -2.49 -2.34
H -2.13 -4.29 3.02
C -0.65 7.66 -0.59
*
```

Its lowest unoccupied orbital energy is 2.023 eV. The value obtained for the HOMO-LUMO gap is 6.17 eV.

Mulliken population analysis, charges in e, atoms 1 to 4: H 0.370; H 0.275; H 0.427; H 0.155



Record 3
The following is a quantum chemistry calculation of 2 unconnected molecules or ions with the total composition C13H33NOP, from the OMol25 dataset.

Structure (ORCA input):
```
! wB97M-V def2-TZVPD RIJCOSX def2/J DEFGRID3
* xyz 1 1
C -2.64 0.83 -2.14
H 0.33 -2.58 -1.07
H -4.47 1.20 0.48
H 0.69 0.02 2.50
H 0.99 -1.79 1.53
H -4.10 2.26 1.83
H 2.82 -3.07 -0.52
H -1.15 2.41 -2.28
C 2.04 0.84 0.97
C -1.40 1.47 -2.77
H -2.43 0.61 -1.09
H 0.87 -0.93 -1.35
H -4.74 3.57 -1.66
C 1.29 0.91 2.30
H 1.51 -3.88 0.39
H -5.39 2.68 0.70
H 1.14 2.56 0.03
H -2.83 -0.13 -2.62
H 5.63 -5.11 3.15
H -1.56 1.68 -3.83
H 1.71 1.36 -1.13
O 3.16 -3.28 1.53
H 5.63 -3.48 2.78
P 4.00 -4.56 1.65
H 0.22 1.08 -0.22
H -4.13 1.85 -3.30
H -0.54 0.81 -2.69
C 2.54 -0.59 0.65
C -4.39 2.24 0.78
H -0.46 -1.25 -0.23
H -3.31 4.04 0.28
C -3.78 3.06 -1.57
C 2.22 -3.05 0.39
H 0.60 1.75 2.32
C 1.52 -1.73 0.58
C -3.40 3.01 -0.09
C 0.51 -1.62 -0.58
H -4.74 1.14 -1.83
H 1.97 1.03 3.15
H 3.25 -5.68 2.00
H 3.09 -0.56 -0.30
N 5.06 -4.31 2.86
H 4.55 -4.85 0.39
H -2.40 2.57 0.02
C -3.89 1.70 -2.25
H -3.06 3.68 -2.10
C 1.23 1.49 -0.16
H 2.96 1.42 1.08
H 3.27 -0.84 1.43
*
```

Its lowest unoccupied orbital energy is -3.294 eV. The value obtained for the HOMO-LUMO gap is 9.24 eV.

Mulliken population analysis, charges in e, atoms 1 to 4: C -0.035; H 0.535; H 0.278; H 0.303



Record 4
The following is a quantum chemistry calculation of a molecular structure, C13H34B4FN3O7 at a distorted geometry, from the OMol25 dataset.

Structure (ORCA input):
```
! wB97M-V def2-TZVPD RIJCOSX def2/J DEFGRID3
* xyz 0 1
H -1.53 2.59 6.47
C -0.79 -2.44 -6.08
H 3.97 2.44 3.73
H -2.95 1.22 0.20
N -0.42 0.83 -3.26
H -2.25 -0.65 -0.76
H 5.52 1.11 5.00
H -1.19 -1.53 -5.63
H 1.52 -3.67 -6.92
C 4.09 2.76 4.77
H -2.54 3.83 5.79
H 0.56 -3.76 -3.35
H -0.06 0.00 1.79
H -0.44 -2.19 -7.08
C -0.27 -5.48 -7.13
H -3.22 1.23 6.03
H 1.61 0.32 2.19
H -0.28 1.67 -2.71
C -2.84 0.80 -3.03
H -3.04 0.72 -4.10
B 0.28 1.88 2.95
B -0.97 3.04 4.49
H 4.00 0.85 5.81
H 0.06 -4.91 -8.01
O -0.25 -0.30 4.71
H 1.95 2.46 7.09
O 2.54 3.15 6.75
H -0.68 -4.37 -4.16
B 2.69 3.08 5.38
H -2.80 1.86 -2.79
F 1.48 -1.35 3.88
H -1.29 -5.19 -6.88
C 0.60 0.38 2.57
C 1.21 -4.03 -5.94
C 0.52 -0.43 3.81
H -2.27 2.55 -0.77
C -1.54 0.08 -2.69
H 1.01 -2.15 -4.98
O -0.98 2.33 3.30
C -2.08 2.86 5.56
C 4.74 1.61 5.57
H 5.14 1.97 6.51
H -1.56 -0.90 -3.17
H 4.73 3.64 4.79
H -1.62 -3.15 -6.17
O -0.98 0.95 -0.43
H -0.53 -0.90 -1.07
H -2.78 1.27 4.49
H -1.73 2.30 0.89
H -0.27 -6.54 -7.39
O 0.11 3.89 4.74
O 1.32 2.79 3.05
N -0.21 -3.49 -3.96
N -3.10 1.85 5.25
H 2.12 -4.18 -5.34
H 0.44 0.30 -3.13
O 0.62 -5.31 -6.05
B 1.31 3.32 4.35
C -2.04 1.79 -0.02
H -3.69 0.36 -2.50
C -1.35 -0.18 -1.19
C 0.34 -2.99 -5.22
*
```

Its energy above the lowest of the compared OMol25 structures with the same formula, charge and spin is 0.0 kJ/mol. Its lowest unoccupied orbital energy is -0.140 eV. The value obtained for the HOMO-LUMO gap is 9.09 eV.

Mulliken population analysis, charges in e, atoms 1 to 4: H 0.330; C -1.326; H 0.262; H 0.322



Number 1: E_HOMO -2.623 eV. Number 2: E_HOMO -4.149 eV. Number 3: E_HOMO -12.535 eV. Number 4: E_HOMO -9.232 eV.